(1)
{"formula": "C4H12N4", "method": "ωB97M-V/def2-TZVPD", "total_charge": 2, "mol_weight_g_mol": 116.17, "symbols": ["N", "N", "N", "N", "C", "C", "C", "C", "H", "H", "H", "H", "H", "H", "H", "H", "H", "H", "H", "H"], "coordinates": [[2.377, -0.133, 0.501], [1.553, 0.867, 0.156], [-1.241, -0.962, -0.643], [-0.206, -0.369, -0.555], [2.228, -1.370, -0.141], [0.255, 0.738, -0.107], [-0.552, 2.042, -0.157], [-2.874, -0.726, 0.453], [-1.310, -1.764, -1.148], [2.758, -2.155, 0.300], [2.351, -1.404, -1.225], [3.183, 0.120, 1.202], [-0.625, 2.190, -1.219], [-3.227, 0.253, 0.037], [0.979, -1.461, -0.192], [-3.434, -1.595, 0.154], [-0.111, 2.918, 0.308], [-1.471, 1.816, 0.308], [-2.454, -0.813, 1.441], [1.821, 1.807, 0.526]]}



(2)
{"formula": "C4H12N4", "method": "ωB97M-V/def2-TZVPD", "total_charge": 2, "mol_weight_g_mol": 116.17, "symbols": ["N", "N", "N", "N", "C", "C", "C", "C", "H", "H", "H", "H", "H", "H", "H", "H", "H", "H", "H", "H"], "coordinates": [[-3.031, 0.117, -1.539], [0.891, -1.531, 1.258], [2.465, 0.866, 1.105], [1.889, 0.984, -1.114], [0.863, -0.730, 0.212], [-1.792, -0.377, 0.440], [1.760, 0.429, 0.078], [-2.317, 0.488, -0.490], [-2.132, 1.552, -0.401], [-1.440, 0.014, 1.376], [-3.437, 0.796, -2.169], [0.410, -1.100, -0.695], [2.379, 0.497, 2.040], [-3.332, -0.843, -1.653], [-2.002, -1.432, 0.375], [3.148, 1.606, 0.993], [1.358, -1.308, 2.129], [0.348, -2.384, 1.261], [2.554, 1.732, -1.273], [1.418, 0.626, -1.932]]}



How far above the most stable structure does each one sit? In eV: (1) 5.905; (2) 0.000.



(1)
{"formula": "C2H6Se2", "method": "ωB97M-V/def2-TZVPD", "mol_weight_g_mol": 187.99, "symbols": ["Se", "Se", "C", "C", "H", "H", "H", "H", "H", "H"], "coordinates": [[-0.330, -1.871, -0.417], [-1.678, 0.714, 0.715], [1.364, -1.165, -0.380], [-0.256, 1.689, 0.147], [2.013, -1.493, 0.415], [-0.414, 2.460, -0.584], [1.792, -1.063, -1.363], [-2.526, 1.008, -0.421], [0.508, 1.865, 0.889], [-0.474, -2.144, 0.999]]}



(2)
{"formula": "C2H6Se2", "method": "ωB97M-V/def2-TZVPD", "mol_weight_g_mol": 187.99, "symbols": ["Se", "Se", "C", "C", "H", "H", "H", "H", "H", "H"], "coordinates": [[-2.532, -0.087, 0.211], [2.410, -0.184, 0.151], [0.750, 0.751, 0.085], [-0.855, -0.524, -0.808], [2.036, -1.438, 1.025], [-0.689, -1.563, -0.361], [-0.893, -0.462, -1.898], [0.512, 1.323, 1.027], [-1.731, 0.592, 1.214], [0.993, 1.592, -0.646]]}



How far above the most stable structure does each one sit? In eV: (1) 0.800; (2) 0.000.



(1)
{"formula": "C2H4N2S3", "method": "ωB97M-V/def2-TZVPD", "smiles": "NC(=S)S/C=N/S", "mol_weight_g_mol": 152.27, "symbols": ["S", "S", "S", "N", "N", "C", "C", "H", "H", "H", "H"], "coordinates": [[1.881, 1.575, 0.002], [-3.361, 0.438, 0.002], [0.507, -1.197, -0.003], [-2.006, -0.638, 0.013], [3.043, -0.798, -0.008], [-0.857, -0.111, -0.007], [1.898, -0.103, -0.020], [-4.328, -0.502, -0.066], [-0.655, 0.971, 0.061], [3.056, -1.805, 0.117], [3.994, -0.380, 0.012]]}



(2)
{"formula": "C2H4N2S3", "method": "ωB97M-V/def2-TZVPD", "mol_weight_g_mol": 152.27, "symbols": ["S", "S", "S", "N", "N", "C", "C", "H", "H", "H", "H"], "coordinates": [[-0.858, -0.165, -2.105], [-0.733, -2.848, 2.095], [-0.227, 0.995, 0.644], [-0.366, -1.214, 1.906], [0.427, 2.221, -1.607], [-0.266, -0.861, 0.718], [-0.102, 0.974, -1.164], [0.347, 2.828, -2.494], [1.885, 2.679, -1.177], [0.406, -3.148, 3.261], [-0.513, -1.461, -0.078]]}



How far above the most stable structure does each one sit? In eV: (1) 0.000; (2) 4.890.



(1)
{"formula": "C2H4N2S3", "method": "ωB97M-V/def2-TZVPD", "smiles": "S=CNS/C=N/S", "mol_weight_g_mol": 152.27, "symbols": ["S", "S", "S", "N", "N", "C", "C", "H", "H", "H", "H"], "coordinates": [[0.029, 0.629, -2.881], [0.918, -1.520, 0.606], [-1.343, 1.575, 2.359], [-0.009, 0.193, -1.184], [0.495, -0.229, 1.579], [0.671, -0.916, -0.999], [-0.833, 0.147, 1.811], [-1.537, -0.609, 1.530], [1.237, -1.570, -1.764], [1.170, 0.586, 1.600], [-0.797, 1.715, -2.657]]}



(2)
{"formula": "C2H4N2S3", "method": "ωB97M-V/def2-TZVPD", "mol_weight_g_mol": 152.27, "symbols": ["S", "S", "S", "N", "N", "C", "C", "H", "H", "H", "H"], "coordinates": [[2.284, 1.191, 2.308], [-0.259, 0.394, 1.207], [0.043, -2.733, -2.479], [0.700, 1.389, 1.933], [-1.635, 1.027, 1.018], [-0.582, -1.222, -2.036], [-1.041, -0.144, -1.772], [2.572, -0.021, 1.766], [-1.472, 0.778, -1.521], [-1.805, 1.952, 1.388], [1.195, -2.612, -1.812]]}



How far above the most stable structure does each one sit? In eV: (1) 0.000; (2) 2.762.



(1)
{"formula": "C3H13NO4", "method": "ωB97M-V/def2-TZVPD", "mol_weight_g_mol": 127.14, "symbols": ["O", "O", "O", "O", "N", "C", "C", "C", "H", "H", "H", "H", "H", "H", "H", "H", "H", "H", "H", "H", "H"], "coordinates": [[1.895, -1.052, 0.551], [-3.235, -0.967, 0.290], [1.877, 1.485, 1.405], [2.770, -0.069, -1.592], [-1.783, 0.151, -1.398], [-0.841, 0.784, -0.369], [-0.469, -0.588, -0.960], [-1.020, 0.683, 1.112], [-2.649, -0.383, -0.730], [-0.203, 1.669, -0.685], [1.887, 0.546, 0.943], [2.570, -0.688, -0.866], [-0.669, -1.502, -0.460], [3.320, -0.419, -2.266], [1.776, 2.121, 0.695], [-0.311, 0.059, 1.639], [2.012, -1.524, 1.354], [-4.161, -1.232, 0.137], [-1.902, 0.035, 1.276], [0.297, -0.813, -1.719], [-1.162, 1.705, 1.640]]}



(2)
{"formula": "C3H13NO4", "method": "ωB97M-V/def2-TZVPD", "smiles": "CNCC=O.O.O.O", "mol_weight_g_mol": 127.14, "symbols": ["O", "O", "O", "O", "N", "C", "C", "C", "H", "H", "H", "H", "H", "H", "H", "H", "H", "H", "H", "H", "H"], "coordinates": [[0.600, -2.225, -2.245], [1.903, -1.800, 0.221], [1.323, 0.912, -1.715], [-3.529, -0.312, 0.080], [-0.599, 1.409, 0.845], [-1.298, 0.169, 0.670], [-2.540, 0.337, -0.157], [0.641, 1.385, 1.634], [1.240, 0.512, 1.391], [1.211, 2.249, 1.300], [-1.513, -0.479, 1.544], [-0.592, -0.563, 0.231], [-2.534, 0.989, -1.043], [-1.201, 2.173, 1.138], [1.782, 0.071, -1.603], [0.678, -1.747, -3.085], [1.039, 1.201, -0.839], [1.451, -2.433, -0.362], [1.431, -1.717, 1.052], [0.088, -1.558, -1.754], [0.420, 1.427, 2.697]]}



(3)
{"formula": "C3H13NO4", "method": "ωB97M-V/def2-TZVPD", "smiles": "CCC(N)=O.O.O.O", "mol_weight_g_mol": 127.14, "symbols": ["O", "O", "O", "O", "N", "C", "C", "C", "H", "H", "H", "H", "H", "H", "H", "H", "H", "H", "H", "H", "H"], "coordinates": [[-3.830, 3.033, -1.218], [0.570, -5.115, 1.326], [-0.187, 0.329, -0.136], [-0.972, -2.670, 1.590], [0.168, 2.516, 0.187], [2.271, 0.224, -1.553], [0.609, 1.249, -0.047], [2.096, 1.088, -0.308], [0.258, -4.288, 1.737], [-1.203, -1.917, 2.148], [-3.920, 3.388, -2.111], [0.719, 3.328, 0.398], [-0.103, -5.247, 0.648], [2.585, 2.057, -0.398], [1.830, -0.750, -1.356], [1.602, 0.558, -2.336], [3.267, 0.155, -1.984], [-0.831, 2.607, 0.259], [-4.454, 3.594, -0.734], [-0.881, -2.340, 0.690], [2.570, 0.607, 0.530]]}



How far above the most stable structure does each one sit? In eV: (1) 10.373; (2) 1.580; (3) 0.000.



(1)
{"formula": "C3H5P", "method": "ωB97M-V/def2-TZVPD", "mol_weight_g_mol": 72.05, "symbols": ["P", "C", "C", "C", "H", "H", "H", "H", "H"], "coordinates": [[0.957, -0.303, 1.737], [-0.825, 0.403, -1.150], [0.312, 1.256, -0.862], [1.538, 0.318, 0.292], [1.779, -1.423, 1.829], [-0.276, -0.948, 1.598], [-0.672, -0.676, -1.206], [-1.410, 0.605, -0.236], [-1.403, 0.768, -2.001]]}



(2)
{"formula": "C3H5P", "method": "ωB97M-V/def2-TZVPD", "mol_weight_g_mol": 72.05, "symbols": ["P", "C", "C", "C", "H", "H", "H", "H", "H"], "coordinates": [[2.783, -0.072, 0.035], [-1.269, -0.868, 0.721], [-0.320, -1.426, -0.338], [-0.246, 0.039, 0.215], [0.462, -2.200, 0.074], [0.759, 0.197, 0.829], [-0.706, -1.742, -1.398], [3.351, 1.310, -0.135], [-0.370, 0.887, -0.394]]}



How far above the most stable structure does each one sit? In eV: (1) 0.206; (2) 0.000.